Entry 1:
Computed, not measured: an isolated molecule of C3H5FS2, with the ωB97M-V functional and the def2-TZVPD basis.

Cartesian coordinates (Å):
1 F -0.02121 1.79450 -0.72711
2 C -0.16141 1.14294 0.49360
3 C -0.15144 -0.38615 0.33901
4 S -1.74779 -1.19006 -0.18322
5 C 1.00860 -0.70385 -0.49257
6 S 2.56093 -0.75389 -0.11251
7 H 0.75197 1.08464 1.22448
8 H -1.14813 1.56062 0.95903
9 H -0.09579 -0.83213 1.34206
10 H -1.64865 -0.63596 -1.39346
11 H 0.65292 -1.08067 -1.44932

Kohn-Sham gap, eV: 8.5272
SMILES string: FC[C@@H](S)C=S
Spin multiplicity: 1
HOMO energy, eV: -9.1

Atomic partial charges in e from the natural (NBO) method, atoms 1 to 2: -0.36 0.04

***

Entry 2:
Computed, not measured: an isolated molecule of C3H5FS2, with the ωB97M-V functional and the def2-TZVPD basis.

Cartesian coordinates (Å):
1 C 1.58086 -1.25731 0.78939
2 C 2.40049 -0.55240 0.10350
3 F 3.61218 -0.96870 -0.28527
4 S 2.20401 1.24457 -0.31766
5 S 0.49532 1.57967 0.73977
6 C -0.83446 1.18532 -0.49812
7 H 0.56592 -0.81581 0.90866
8 H 1.80004 -2.29776 1.03488
9 H -0.60228 0.22026 -0.82308
10 H -0.84815 2.06286 -1.25846
11 H -1.70645 1.28899 0.20630

Kohn-Sham gap, eV: 9.6865
SMILES string: C=C(F)SSC
Spin multiplicity: 1
HOMO energy, eV: -9.1

Atomic partial charges in e from the natural (NBO) method, atoms 1 to 2: -0.54 0.28

***

Entry 3:
Computed, not measured: a structure of composition C3H5FeO4, with the ωB97M-V functional and the def2-TZVPD basis.

Cartesian coordinates (Å):
1 O 0.00247 3.70385 1.23327
2 C 0.60562 3.48614 0.16938
3 C -0.93146 1.66439 1.48066
4 O 1.77581 3.76271 -0.15025
5 O 0.19165 2.31635 -0.50763
6 C -0.49952 1.32910 0.21459
7 H -2.00622 1.72535 1.65186
8 H -0.23390 1.58944 2.31605
9 H -1.16504 0.80422 -0.47473
10 H 1.19220 0.21997 -0.05677
11 O 2.13871 0.43757 -0.67229
12 H 2.53237 -0.36328 -1.02842
13 Fe 1.99655 2.12337 -1.69527

Kohn-Sham gap (spin up / spin down), eV: 5.8300 / 7.6726
⟨S²⟩: 8.85
Spin multiplicity: 6
HOMO energy (spin up / spin down), eV: -6.7 / -8.6

Atomic partial charges in e from the natural (NBO) method, atoms 1 to 2: -0.63 0.95

***

Entry 4:
Computed, not measured: an isolated molecule of C3H5I, with the ωB97M-V functional and the def2-TZVPD basis.

Cartesian coordinates (Å):
1 C 0.01374 -1.38539 -0.02150
2 C -0.52187 -0.18065 0.04078
3 C 0.47336 1.06129 0.05298
4 I -2.64374 0.02443 0.01775
5 H -0.46574 -2.35465 -0.12860
6 H 1.14402 -1.27910 0.00229
7 H 0.84695 1.23825 -1.02057
8 H -0.22744 2.00896 0.35214
9 H 1.38073 0.86687 0.70473

Kohn-Sham gap, eV: 9.6980
SMILES string: C=C(C)I
Spin multiplicity: 1
HOMO energy, eV: -9.1

Atomic partial charges in e from the natural (NBO) method, atoms 1 to 2: -0.44 -0.13

***

Entry 5:
Computed, not measured: a structure of composition C3H5I3N, with the ωB97M-V functional and the def2-TZVPD basis.

Cartesian coordinates (Å):
1 C 0.88755 1.19155 1.49036
2 C 1.34711 -0.02144 1.43155
3 C -1.25685 -0.72098 -0.89030
4 N -0.48328 -0.25440 -1.78994
5 I 0.91438 2.51541 -0.15600
6 I 2.27327 -0.81752 -0.25633
7 I -3.06082 0.13631 -0.03042
8 H 0.27209 1.62111 2.41356
9 H 1.50742 -0.72461 2.37242
10 H -0.47391 0.70550 -2.23176
11 H -1.12074 -1.78941 -0.52335
12 H 0.40144 -0.79657 -2.10037

Kohn-Sham gap, eV: 7.8775
Charge: +1
Spin multiplicity: 1
HOMO energy, eV: -12.8

Atomic partial charges in e from the natural (NBO) method, atoms 1 to 2: -0.39 -0.44

***

Entry 6:
Computed, not measured: an isolated molecule of C3H5IN2, with the ωB97M-V functional and the def2-TZVPD basis.

Cartesian coordinates (Å):
1 C -0.81865 -2.44466 0.33908
2 N -0.47214 -1.52429 -0.45970
3 N -0.40460 -0.24392 -0.21404
4 C 0.53192 0.60765 -0.19827
5 C 0.15999 2.02543 -0.13204
6 I 2.66317 0.16041 -0.08446
7 H -0.88327 -3.45352 -0.17835
8 H -1.03869 -2.37353 1.37004
9 H -0.53868 2.15489 -0.96884
10 H -0.21971 2.31390 0.79630
11 H 1.02068 2.77766 -0.26972

Kohn-Sham gap, eV: 9.4831
SMILES string: C=N/N=C(/C)I
Spin multiplicity: 1
HOMO energy, eV: -9.1

Atomic partial charges in e from the natural (NBO) method, atoms 1 to 2: -0.11 -0.21

***

Entry 7:
Computed, not measured: a structure of composition C3H5IN4, with the ωB97M-V functional and the def2-TZVPD basis.

Cartesian coordinates (Å):
1 C -2.04920 1.10244 -2.30164
2 C 0.51732 0.45166 0.15398
3 C -0.76482 -0.39991 -0.07338
4 N -2.79274 2.00970 -2.04134
5 N -3.11804 2.03991 -0.66644
6 N -2.56054 1.18722 0.03156
7 N -1.79225 0.42395 -0.60451
8 I -1.22998 0.32652 -3.98958
9 H 1.34044 -0.22733 0.46080
10 H 0.22633 1.31825 0.67437
11 H 0.80212 0.60317 -0.94684
12 H -1.23016 -0.86646 0.84804
13 H -0.47763 -1.12840 -0.96621

Kohn-Sham gap, eV: 9.2314
Spin multiplicity: 1
HOMO energy, eV: -9.4

Atomic partial charges in e from the natural (NBO) method, atoms 1 to 2: 0.12 -0.62

***

Entry 8:
Computed, not measured: the ion C3H5INO2 with charge +1, with the ωB97M-V functional and the def2-TZVPD basis.

Cartesian coordinates (Å):
1 O -1.02190 -2.52440 0.36530
2 C -0.45437 -1.47046 0.26893
3 C -0.84655 -0.09155 0.79591
4 N -0.21927 0.90261 -0.16175
5 C 0.89271 0.13936 -0.83891
6 I 2.84851 0.53731 0.17234
7 O 0.52930 -1.16692 -0.76332
8 H -1.90364 0.08060 0.80709
9 H -0.36170 0.14159 1.68225
10 H -0.67014 1.29646 -0.97864
11 H 0.12133 1.74686 0.43912
12 H 1.08572 0.40853 -1.78832

Kohn-Sham gap, eV: 9.7658
SMILES string: O=C1C[NH2+][C@@H](I)O1
Charge: +1
Spin multiplicity: 1
HOMO energy, eV: -14.3

Atomic partial charges in e from the natural (NBO) method, atoms 1 to 2: -0.40 0.77

***

Entry 9:
Computed, not measured: an isolated molecule of C3H5IO, with the ωB97M-V functional and the def2-TZVPD basis.

Cartesian coordinates (Å):
1 C 0.71369 -0.53903 0.32547
2 C 1.88947 0.02179 -0.59284
3 C -0.65063 0.06128 0.19401
4 O 1.07960 -1.75678 -0.19536
5 I 3.79877 0.08601 0.03223
6 H 1.18754 -0.22849 1.38196
7 H 1.82943 -0.01243 -1.68691
8 H -0.49233 1.19537 0.35914
9 H -1.45205 -0.27727 0.79778
10 H -1.12953 -0.10634 -0.83961

Kohn-Sham gap (spin up / spin down), eV: 8.8536 / 8.8530
Spin multiplicity: 1
HOMO energy (spin up / spin down), eV: -9.4 / -9.4

Atomic partial charges in e from the natural (NBO) method, atoms 1 to 2: 0.08 -0.19

***

Entry 10:
Computed, not measured: a cluster of 2 separate species, C3H5IO in total, with the ωB97M-V functional and the def2-TZVPD basis.

Cartesian coordinates (Å):
1 C -0.20000 -0.69426 -0.53606
2 C 1.15859 -0.19636 -0.74311
3 C -1.12679 0.24324 1.06043
4 O -0.91302 -1.47167 -1.04382
5 I -0.50162 2.31188 1.00789
6 H 1.33235 0.10931 -1.77768
7 H 1.23175 0.69811 -0.09860
8 H 1.70472 -1.16819 -0.66818
9 H -2.13512 0.28044 0.85408
10 H -0.55086 -0.11250 1.94506

Kohn-Sham gap, eV: 9.0327
Spin multiplicity: 1
HOMO energy, eV: -8.6

Atomic partial charges in e from the natural (NBO) method, atoms 1 to 2: 0.70 -0.79

***

Computed relative energy (zero: lowest compared OMol25 entry of this formula, charge and spin) (eV) in order:
1.237; 0.712; 3.401; 0.781; 0.419; 1.017; 2.969; 0.771; 2.848; 1.568